[1]
Entry from the OMol25 dataset: a 2-piece molecular cluster, C6H11BNO3 overall in a non-equilibrium geometry (ωB97M-V/def2-TZVPD).

Positions of all 22 atoms, in Å:
B (1.27, -1.41, -0.45)
C (-2.21, -0.03, -1.27)
C (-2.84, -0.03, -0.03)
C (-0.89, -0.31, -1.53)
C (-2.18, -0.58, 1.07)
C (-0.22, -0.81, -0.36)
C (1.34, 2.37, 0.67)
N (-0.86, -0.90, 0.82)
O (1.90, -1.28, -1.59)
O (1.65, -1.86, 0.73)
O (1.42, 0.97, 0.37)
H (-2.86, 0.37, -2.14)
H (-3.71, 0.58, 0.23)
H (-0.51, -0.21, -2.50)
H (-2.61, -0.60, 2.11)
H (2.28, 2.83, 1.25)
H (0.48, 2.52, 1.35)
H (1.23, 2.81, -0.32)
H (2.17, 0.57, 0.77)
H (-0.11, -1.04, 1.55)
H (2.84, -1.57, -1.69)
H (2.41, -2.41, 0.95)

As for the charge: +1. The value obtained for the HOMO energy is -13.769 eV.

Here are the Mulliken charges for atoms 1 to 2, given in e: 0.59, -0.14


[2]
Entry from the OMol25 dataset: a single C6H11BOS molecule in a non-equilibrium geometry (ωB97M-V/def2-TZVPD).

Positions of all 20 atoms, in Å:
B (-0.26, 0.70, 0.37)
C (1.81, 1.53, -0.84)
C (1.15, 0.68, -0.03)
C (1.71, -0.65, 0.35)
C (-1.00, 1.83, 1.21)
C (1.89, -1.75, -0.68)
C (-3.06, -1.06, -0.30)
O (2.07, -0.79, 1.48)
S (-1.28, -1.37, 0.11)
H (2.89, 1.64, -1.14)
H (1.37, 2.48, -0.99)
H (-0.42, 2.72, 1.09)
H (-0.86, 1.55, 2.27)
H (-2.02, 1.87, 0.91)
H (1.44, -1.48, -1.61)
H (1.66, -2.78, -0.49)
H (2.97, -1.75, -0.72)
H (-3.51, -0.55, 0.49)
H (-3.41, -2.02, -0.10)
H (-3.15, -0.81, -1.36)

The value obtained for the HOMO energy is -8.539 eV. Its SMILES is C=C(B(C)SC)C(C)=O.

Here are the Mulliken charges for atoms 1 to 2, given in e: 0.11, -0.86


[3]
Entry from the OMol25 dataset: C6H11Br3CuN2 as an isolated structure in a non-equilibrium geometry (ωB97M-V/def2-TZVPD).

Positions of all 23 atoms, in Å:
Cu (15.23, -31.08, -0.99)
C (16.03, -24.52, -6.34)
C (16.88, -25.72, -6.68)
N (16.79, -26.77, -5.66)
C (17.30, -28.04, -5.78)
C (17.10, -28.72, -4.62)
N (16.47, -27.83, -3.78)
C (16.33, -26.66, -4.41)
C (16.05, -28.04, -2.42)
H (16.45, -23.97, -5.49)
H (15.01, -24.85, -6.15)
H (16.04, -23.81, -7.16)
H (17.94, -25.48, -6.80)
H (16.55, -26.14, -7.63)
H (17.87, -28.24, -6.68)
H (17.36, -29.72, -4.30)
H (16.04, -25.77, -3.89)
H (15.44, -28.93, -2.33)
H (15.36, -27.26, -2.10)
H (16.93, -28.18, -1.80)
Br (14.00, -29.81, 1.06)
Br (13.50, -31.52, -3.03)
Br (17.89, -30.78, -1.93)

As for the charge: -1. The value obtained for the HOMO energy is -3.972 eV.

Here are the Mulliken charges for atoms 1 to 2, given in e: 0.45, -1.35


[4]
Entry from the OMol25 dataset: an isolated ion of composition C6H11BrIN3 and charge +2 in a non-equilibrium geometry (ωB97M-V/def2-TZVPD).

Positions of all 22 atoms, in Å:
C (0.65, -0.70, -0.61)
C (0.36, 0.50, 0.35)
C (-0.09, -0.80, -1.88)
C (-0.90, 1.24, 0.39)
C (1.73, 1.20, 0.68)
C (-1.27, -0.80, 1.77)
N (1.12, -0.26, -1.89)
N (-0.83, -1.34, -2.76)
N (-0.50, 0.39, 1.51)
Br (1.51, -2.25, 0.21)
I (-1.06, 3.40, 0.75)
H (-1.80, 0.96, 0.02)
H (2.17, 1.31, -0.25)
H (2.27, 0.39, 1.33)
H (1.56, 2.15, 1.13)
H (-1.57, -1.16, 0.89)
H (-0.52, -1.57, 2.27)
H (-2.06, -0.72, 2.52)
H (1.93, -0.12, -2.43)
H (-1.80, -1.78, -2.55)
H (-0.82, -0.95, -3.73)
H (-0.07, 0.93, 2.28)

As for the charge: +2. The value obtained for the HOMO energy is -16.810 eV. Its SMILES is C[N@@H+]1[C@@H](I)[C@]1(C)[C@]1(Br)NC1=[NH2+].

Here are the Mulliken charges for atoms 1 to 2, given in e: 0.28, 0.87


[5]
Entry from the OMol25 dataset: an isolated ion of composition C6H11BrN and charge +1 in a non-equilibrium geometry (ωB97M-V/def2-TZVPD).

Positions of all 19 atoms, in Å:
C (-0.54, 2.41, 0.89)
C (-1.32, 1.35, 0.94)
C (0.85, 1.53, 1.05)
C (-0.17, 0.36, 1.12)
C (1.12, -1.35, -0.44)
C (-1.26, -0.92, -0.93)
N (0.03, -0.36, -0.44)
Br (-0.10, -0.93, 2.55)
H (-0.49, 3.50, 0.76)
H (-2.37, 1.15, 1.14)
H (1.57, 1.50, 0.30)
H (1.33, 1.84, 2.04)
H (0.95, -2.10, 0.22)
H (1.28, -1.67, -1.52)
H (2.09, -0.80, -0.29)
H (-1.46, -1.84, -0.51)
H (-1.94, -0.12, -0.59)
H (-1.02, -0.95, -2.07)
H (0.37, 0.38, -0.93)

As for the charge: +1. The value obtained for the HOMO energy is -14.526 eV. Its SMILES is C[NH+](C)[C@]1(Br)C=CC1.

Here are the Mulliken charges for atoms 1 to 2, given in e: -0.30, -0.84